Entry 1:
The following is a quantum chemistry calculation of C32H28IrN4O4P as an isolated structure, from the Open Molecules 2025 dataset.

strongest force on any atom = 0.9 eV Å⁻¹
relative energy (zero: lowest compared OMol25 entry of this formula, charge and spin) = 6.3 kcal/mol

Geometry as ORCA input:
```
! RIJCOSX wB97M-V def2-TZVPD def2/J DEFGRID3
* xyz 0 1
Ir -0.13 -0.23 -0.18
N 1.49 1.11 -0.46
C 1.50 2.09 0.68
C 0.19 2.10 1.50
O -0.08 3.10 2.15
N -0.41 0.91 1.50
C -1.62 0.57 2.21
C -2.54 -0.28 1.30
O -3.74 -0.30 1.49
O -1.94 -1.00 0.37
H 2.40 0.68 -0.61
H 1.32 1.65 -1.30
H 1.69 3.09 0.32
H 2.29 1.81 1.37
H -2.15 1.41 2.64
H -1.37 -0.12 3.03
C -5.56 -0.12 -2.71
C -5.12 1.19 -2.72
C -3.79 1.47 -2.46
C -2.89 0.45 -2.18
C -3.34 -0.88 -2.18
C -4.66 -1.16 -2.45
P -1.13 0.77 -1.93
C -0.92 2.56 -1.97
C -1.45 3.26 -0.88
C -1.22 4.62 -0.75
C -0.45 5.29 -1.69
C 0.08 4.60 -2.77
C -0.15 3.24 -2.92
C -0.37 0.05 -3.40
C -0.66 0.39 -4.69
C 0.00 -0.27 -5.75
C 0.91 -1.26 -5.48
C 1.18 -1.66 -4.15
C 2.10 -2.70 -3.84
C 2.29 -3.05 -2.54
C 1.60 -2.41 -1.48
C 0.68 -1.40 -1.71
C 0.51 -1.01 -3.08
H -6.60 -0.35 -2.90
H -5.82 1.99 -2.92
H -3.45 2.50 -2.46
H -2.64 -1.68 -1.96
H -5.01 -2.18 -2.43
H -2.02 2.74 -0.13
H -1.61 5.15 0.11
H -0.26 6.35 -1.58
H 0.68 5.12 -3.51
H 0.27 2.70 -3.76
H -1.38 1.17 -4.91
H -0.22 0.00 -6.77
H 1.42 -1.77 -6.29
H 2.62 -3.20 -4.64
H 2.99 -3.84 -2.29
H 1.80 -2.75 -0.48
N 2.46 -4.73 5.09
C 1.83 -5.02 3.92
O 1.62 -6.15 3.54
C 1.40 -3.84 3.08
C 1.95 -2.57 3.21
C 1.49 -1.56 2.37
N 0.55 -1.77 1.46
C 0.01 -2.98 1.34
C 0.41 -4.04 2.13
H 2.66 -5.51 5.69
H 2.39 -3.82 5.50
H 2.74 -2.36 3.91
H 1.87 -0.55 2.44
H -0.77 -3.08 0.59
H -0.02 -5.03 2.01
*
```



Entry 2:
The following is a quantum chemistry calculation of C32H28MgN5OS as an isolated structure at a distorted geometry, from the Open Molecules 2025 dataset.

strongest force on any atom = 3.0 eV Å⁻¹
relative energy (zero: lowest compared OMol25 entry of this formula, charge and spin) = 0.8 kcal/mol

Geometry as ORCA input:
```
! RIJCOSX wB97M-V def2-TZVPD def2/J DEFGRID3
* xyz 1 1
Mg -1.01 -1.01 -0.15
C 2.90 -4.61 -5.17
C 2.30 -3.50 -4.33
C 2.83 -2.21 -4.19
C 2.20 -1.31 -3.35
C 1.09 -1.60 -2.51
N 0.58 -0.74 -1.61
C 1.10 0.48 -1.35
C 2.44 0.66 -0.89
C 3.03 1.92 -0.88
C 2.36 3.07 -1.33
C 2.95 4.42 -1.57
C 0.96 2.91 -1.67
C 0.28 1.69 -1.48
N -1.18 1.67 -1.57
C -2.02 2.57 -2.16
C -3.30 2.30 -1.75
C -3.27 1.05 -1.14
N -1.99 0.65 -0.98
C 0.51 -2.96 -2.71
C 1.05 -3.75 -3.71
N -0.56 -3.53 -1.91
C -0.97 -4.84 -1.93
C -2.02 -4.97 -1.06
C -2.13 -3.71 -0.42
N -1.22 -2.85 -0.86
H 3.92 -4.36 -5.40
H 2.91 -5.55 -4.56
H 2.38 -4.81 -6.15
H 3.69 -1.95 -4.74
H 2.63 -0.34 -3.15
H 2.98 -0.26 -0.69
H 4.00 2.04 -0.43
H 4.01 4.27 -1.71
H 2.53 4.81 -2.52
H 2.72 5.13 -0.73
H 0.40 3.78 -2.03
H -1.67 3.29 -2.88
H -4.23 2.88 -1.85
H -4.07 0.43 -0.77
H 0.61 -4.67 -4.06
H -0.63 -5.58 -2.60
H -2.73 -5.80 -0.92
H -2.76 -3.42 0.46
O -1.18 -0.74 1.84
S -0.12 0.17 2.52
C -0.63 -0.32 4.16
C -1.49 -1.37 4.39
C -1.78 -1.72 5.71
C -1.06 -1.15 6.74
C -0.22 -0.09 6.48
C -0.05 0.37 5.17
C -0.60 1.89 2.48
C -1.94 2.20 2.28
C -2.41 3.52 2.39
C -1.48 4.50 2.70
C -0.15 4.16 2.98
C 0.32 2.89 2.71
H -1.91 -1.91 3.55
H -2.54 -2.47 5.96
H -1.20 -1.48 7.79
H 0.36 0.43 7.29
H 0.58 1.23 4.96
H -2.64 1.38 2.09
H -3.49 3.71 2.25
H -1.79 5.54 2.80
H 0.47 4.89 3.49
H 1.37 2.65 2.64
*
```



Entry 3:
The following is a quantum chemistry calculation of a 5-piece molecular cluster, C32H29BrClF32N3O7P4S overall at a distorted geometry, from the Open Molecules 2025 dataset.

strongest force on any atom = 2.1 eV Å⁻¹
SMILES string = N=[PH2]c1c(N)ccc2c1N(P(O)Cl)c1c(cc([PH2]=O)cc1P(O)Br)S2.FC(F)C(F)(F)COC(F)(F)C(F)F.FC(F)C(F)(F)COC(F)(F)C(F)F.FC(F)C(F)(F)COC(F)(F)C(F)F.FC(F)C(F)(F)COC(F)(F)C(F)F

Geometry as ORCA input:
```
! RIJCOSX wB97M-V def2-TZVPD def2/J DEFGRID3
* xyz 0 1
N 4.91 -7.37 0.94
P 4.19 -6.79 -0.34
C 3.63 -5.06 -0.20
C 4.63 -4.12 -0.39
N 5.98 -4.50 -0.63
C 4.34 -2.76 -0.36
C 3.06 -2.35 -0.10
C 2.08 -3.30 0.13
C 2.30 -4.65 0.07
N 1.30 -5.67 0.31
P 1.34 -6.38 1.93
O 2.60 -5.61 2.66
Cl 2.00 -8.38 1.84
C -0.04 -5.31 -0.06
C -0.57 -4.03 -0.02
C -1.87 -3.74 -0.35
C -2.72 -4.75 -0.73
P -4.46 -4.38 -1.13
O -4.98 -3.21 -0.36
C -2.22 -6.03 -0.76
C -0.91 -6.34 -0.45
P -0.39 -8.11 -0.55
O -0.71 -8.59 -2.10
Br -2.02 -9.12 0.65
S 0.44 -2.66 0.48
H 4.94 -6.64 1.64
H 5.07 -6.82 -1.45
H 3.03 -7.52 -0.73
H 6.23 -5.21 0.07
H 6.56 -3.71 -0.37
H 5.13 -2.03 -0.54
H 2.86 -1.29 -0.07
H 2.57 -5.96 3.57
H -2.19 -2.70 -0.29
H -5.29 -5.49 -0.83
H -4.60 -4.16 -2.52
H -2.90 -6.85 -1.03
H -1.63 -8.36 -2.31
F -1.48 -0.28 3.60
C -1.91 0.01 4.84
F -1.39 -0.92 5.67
C -3.44 0.00 4.95
F -3.92 -1.24 4.75
F -3.73 0.32 6.25
C -4.22 0.99 4.07
O -4.78 0.52 2.85
C -4.01 0.47 1.70
F -2.85 1.15 1.87
F -4.70 1.13 0.74
C -3.78 -0.97 1.21
F -3.20 -1.73 2.16
F -2.94 -0.96 0.14
H -1.51 0.99 5.13
H -5.10 1.26 4.66
H -3.68 1.93 3.93
H -4.72 -1.44 0.92
F -4.13 -3.45 -6.16
C -3.92 -3.08 -7.44
F -3.42 -4.15 -8.09
C -2.94 -1.91 -7.56
F -1.70 -2.27 -7.14
F -2.83 -1.63 -8.89
C -3.32 -0.58 -6.87
O -2.77 -0.30 -5.58
C -3.37 -0.80 -4.43
F -4.59 -1.30 -4.71
F -3.56 0.25 -3.61
C -2.47 -1.81 -3.70
F -2.12 -2.83 -4.50
F -3.14 -2.33 -2.64
H -4.88 -2.82 -7.89
H -2.90 0.20 -7.50
H -4.40 -0.41 -6.88
H -1.56 -1.33 -3.35
F 1.52 2.60 1.03
C 1.63 1.79 -0.05
F 1.41 0.53 0.38
C 3.01 1.87 -0.70
F 3.96 1.39 0.13
F 2.98 1.02 -1.77
C 3.46 3.24 -1.25
O 4.32 4.04 -0.43
C 3.80 4.86 0.55
F 2.46 4.97 0.41
F 4.30 6.10 0.33
C 4.21 4.43 1.96
F 3.85 3.16 2.22
F 3.60 5.22 2.88
H 0.84 2.05 -0.76
H 4.08 3.01 -2.11
H 2.63 3.82 -1.64
H 5.29 4.51 2.09
F 0.54 8.46 1.10
C 1.02 7.49 1.90
F 0.11 6.48 1.88
C 1.23 7.96 3.34
F 0.06 8.27 3.92
F 1.73 6.89 4.02
C 2.23 9.11 3.56
O 1.72 10.44 3.71
C 1.44 11.21 2.59
F 1.96 10.65 1.48
F 2.08 12.39 2.76
C -0.06 11.52 2.45
F -0.79 10.39 2.40
F -0.28 12.20 1.31
H 1.96 7.11 1.47
H 2.68 8.91 4.53
H 3.06 9.08 2.85
H -0.41 12.12 3.30
*
```



no.,orbital gap (eV),energy (eV),E_HOMO (eV)
1,7.349,-59920.1172,-7.684
2,6.237,-59410.7245,-8.834
3,7.867,-269973.7889,-8.016